(1)
Computed, not measured: C16H23NO4S in the gas phase, with wB97M-V/def2-TZVPD.

HOMO energy (eV): -9.451
ΔE to the lowest compared entry with this formula, charge and spin (kJ/mol): 0.00
LUMO energy (eV): 0.220
Spin multiplicity: 1
SMILES: CC(C)C[C@@H](OC(=O)c1cccs1)C(=O)NC[C@@H]1CCCO1

Each line ends with the Mulliken charge.
Cartesian coordinates (Å):
C 3.1465 -2.5111 -0.1436  -1.64
H 3.5778 -2.2748 0.8265  0.37
H 3.8873 -3.0553 -0.7249  0.48
H 2.2838 -3.1572 -0.0032  0.28
C 2.7377 -1.2388 -0.8813  0.67
C 2.0339 -1.5892 -2.1906  -1.32
H 1.7273 -0.6893 -2.7210  0.24
H 2.7108 -2.1473 -2.8335  0.52
H 1.1629 -2.2087 -2.0027  0.21
C 1.9065 -0.2993 0.0072  -1.01
C 0.7975 -0.9366 0.8596  0.39
H 1.2261 -1.7204 1.4935  0.52
C -0.3525 -1.5388 0.0471  0.00
O -0.3466 -2.6968 -0.3198  -0.65
N -1.3431 -0.6738 -0.2125  0.13
H -1.2977 0.2665 0.1504  0.18
C -2.5442 -1.0281 -0.9246  -1.13
H -2.4439 -2.0645 -1.2522  0.42
H -3.4084 -0.9368 -0.2586  0.41
C -2.7541 -0.1018 -2.1297  0.22
C -1.5786 -0.1285 -3.1273  -0.66
H -1.9505 -0.2321 -4.1462  0.39
C -0.9142 1.2354 -2.9360  0.23
H -0.1574 1.1858 -2.1527  -0.42
C -2.0938 2.0848 -2.4682  -0.68
H -2.6885 2.4236 -3.3296  0.30
H -1.8082 2.9517 -1.8703  0.38
O -2.8671 1.2340 -1.6491  -0.49
H -0.4590 1.6195 -3.8457  0.47
H -0.9027 -0.9540 -2.9181  0.12
H -3.6945 -0.3880 -2.6228  0.41
O 0.2463 0.0825 1.7045  -0.15
C 0.7996 0.2537 2.9176  0.54
O 1.7338 -0.3802 3.3411  -0.60
C 0.1095 1.3107 3.6487  0.14
C 0.3745 1.7582 4.9165  -0.56
C -0.4906 2.7919 5.3141  -0.49
C -1.3952 3.1141 4.3477  -0.42
S -1.2149 2.1656 2.9335  -0.07
H -2.1640 3.8604 4.3867  0.44
H -0.4456 3.2756 6.2731  0.40
H 1.1619 1.3469 5.5211  0.50
H 2.5831 0.1839 0.7184  0.50
H 1.4605 0.4865 -0.6089  0.00
H 3.6479 -0.6799 -1.1341  0.43



(2)
Computed, not measured: 2 unconnected molecules or ions with the total composition C5H13NO3, with wB97M-V/def2-TZVPD.

HOMO energy (eV): -10.030
ΔE to the lowest compared entry with this formula, charge and spin (kJ/mol): 62.66
LUMO energy (eV): 0.862
Spin multiplicity: 1
SMILES: COC(N)=O.CCOC

Each line ends with the Mulliken charge.
Cartesian coordinates (Å):
C -2.0538 -0.5401 -0.8081  -0.33
C -0.0723 -1.1843 -1.9605  -0.69
C -1.6985 0.9205 -0.5375  -0.87
O -0.9394 -1.4084 -0.8702  -0.47
H -2.6190 -0.6072 -1.7657  0.35
H -2.6657 -0.9374 -0.0001  0.27
H -0.6262 -1.1607 -2.9063  0.34
H 0.4919 -0.2530 -1.8438  0.24
H 0.6219 -2.0244 -1.9704  0.24
H -1.0441 0.9910 0.3226  0.09
H -1.2198 1.3679 -1.3882  0.29
H -2.6111 1.4783 -0.3369  0.40
C 2.3216 1.5751 0.8376  -0.72
C 1.1462 -0.1470 1.9210  0.61
N 0.3501 -1.2100 1.7097  -0.27
O 1.4296 0.4775 0.7449  -0.26
O 1.5605 0.2197 2.9915  -0.62
H 0.0242 -1.7209 2.5095  0.20
H -0.0358 -1.3920 0.7918  0.35
H 2.1190 2.1535 1.7439  0.34
H 3.3583 1.2178 0.8696  0.27
H 2.1626 2.1842 -0.0541  0.23



(3)
Computed, not measured: 2 unconnected molecules or ions with the total composition C3H10N5 at a distorted geometry, with wB97M-V/def2-TZVPD.

HOMO energy (eV): -13.443
ΔE to the lowest compared entry with this formula, charge and spin (kJ/mol): 69.41
Net charge: +1
LUMO energy (eV): -3.611
Spin multiplicity: 1

Each line ends with the Mulliken charge.
Cartesian coordinates (Å):
C 1.8742 -1.4520 -0.0011  0.10
C -2.3311 0.0793 0.2034  0.02
C 2.2812 0.8687 -0.0621  0.13
N 3.0594 -1.7305 0.1349  -0.51
N -1.3408 -0.4928 -0.3151  -0.58
N 1.4423 -0.1457 0.0013  -0.07
N -3.6919 -0.1179 0.0960  -0.43
N 1.9684 2.1527 0.0237  -0.27
H 0.9667 -2.0982 -0.1969  0.23
H -2.1194 0.8155 0.9720  0.25
H 3.4231 0.5579 0.0400  0.33
H 3.3238 -2.6388 0.2813  0.26
H -1.2578 -1.2842 -0.9040  0.14
H 0.3103 -0.1173 0.0151  0.36
H -4.2797 0.6933 0.3861  0.26
H -4.1463 -0.7671 -0.6440  0.27
H 1.0685 2.5261 0.0988  0.23
H 2.7026 2.8260 -0.2299  0.27



| no. | energy (eV) |
| --- | --- |
| 1 | -37481.43508 |
| 2 | -13028.58160 |
| 3 | -10716.70279 |